[1]
The following is a quantum chemistry calculation of 5 unconnected molecules or ions with the total composition C30H51ClO13S4 in a non-equilibrium geometry, from the Open Molecules 2025 dataset.

```
99
Properties=species:S:1:pos:R:3:forces:R:3
C -1.8126 5.2897 0.6960 0.4 0.1 -0.6
C -0.7308 4.7447 1.6420 -0.6 0.2 0.6
C -1.1897 3.6594 2.6479 0.6 0.1 -1.6
Cl -2.7679 4.1421 3.3517 0.1 -0.1 0.3
C -1.2467 2.2950 2.0110 -0.3 -0.6 0.4
C -1.0101 1.1118 2.6002 0.1 0.0 0.2
C -0.6221 0.6659 3.9741 -0.8 0.0 -0.1
C -0.9421 1.6151 5.1394 0.1 0.0 0.1
C 0.1815 2.5043 5.7111 0.5 0.1 0.2
C 1.6196 2.0414 5.4607 -0.3 -0.8 -0.2
C 2.1291 2.3033 4.0472 0.3 -0.4 0.5
O 2.7832 3.5771 4.0253 -0.1 0.0 -0.3
C 3.1621 3.9156 2.7430 -0.1 -0.1 0.1
C 4.4618 3.3113 2.2760 -0.2 -0.2 0.1
O 2.4775 4.6377 2.0840 0.1 0.2 -0.1
C -1.1687 0.0470 1.5377 1.0 0.4 0.2
O -1.4662 -1.0957 1.6664 0.2 0.2 -0.1
O -0.8977 0.7056 0.3458 -1.9 0.2 0.3
C -1.5250 1.9386 0.5635 0.7 0.5 0.0
O -2.1457 2.4852 -0.2885 0.3 0.1 0.1
H -1.3991 5.3427 -0.3149 -0.1 0.0 0.0
H -2.0980 6.3122 0.9459 -0.1 -0.1 0.2
H -2.6964 4.6636 0.6211 0.0 0.0 0.1
H -0.3811 5.5745 2.2606 0.2 -0.1 -0.1
H 0.1376 4.3527 1.1102 -0.1 0.0 0.0
H -0.4036 3.6126 3.3989 -0.5 0.1 0.4
H -1.1848 -0.2601 4.1353 0.1 0.0 -0.1
H 0.4225 0.3450 3.9195 0.0 0.0 0.1
H -1.7924 2.2359 4.8504 0.1 0.0 0.1
H -1.3187 0.9969 5.9588 0.1 0.0 0.0
H 0.0479 2.5357 6.7936 -0.1 0.1 -0.1
H 0.1140 3.5475 5.4080 -0.2 -0.1 -0.2
H 2.3215 2.4661 6.1804 -0.1 0.2 -0.1
H 1.6676 0.9569 5.6263 0.0 0.1 0.0
H 2.8358 1.5088 3.7664 0.1 0.2 0.0
H 1.3201 2.2643 3.3106 0.0 0.3 0.0
H 5.1908 4.1136 2.1648 0.0 -0.1 -0.1
H 4.8276 2.5628 2.9768 0.1 0.2 0.1
H 4.2991 2.8219 1.3154 0.1 0.2 -0.1
C -3.4697 5.4181 6.9542 0.1 -0.1 0.1
C -3.4534 5.4268 8.4898 0.0 0.0 -0.1
C -1.9888 5.3150 8.9328 -0.3 -0.1 0.2
S -1.0099 6.0459 7.6105 -0.3 0.2 0.0
O -0.2056 5.0103 7.0087 0.1 0.4 0.3
O -0.4240 7.2802 8.0646 0.2 -0.1 0.0
C -2.3844 6.3958 6.5196 -0.2 0.0 -0.1
H -4.4429 5.7031 6.5574 0.0 0.0 0.0
H -3.2359 4.4166 6.5853 0.0 0.0 -0.1
H -3.8782 6.3645 8.8537 0.0 0.0 0.0
H -4.0498 4.6153 8.9044 0.0 0.0 0.0
H -1.7900 5.8564 9.8541 0.1 0.0 0.0
H -1.6775 4.2773 9.0387 0.1 0.0 -0.1
H -2.0691 6.2645 5.4864 0.1 0.0 0.0
H -2.6848 7.4289 6.6935 0.1 0.0 0.0
C 0.8575 -2.6146 -4.2172 0.1 -0.1 0.3
C 1.1582 -3.5678 -3.0516 0.0 0.1 -0.1
C 1.4584 -2.7107 -1.8179 0.1 -0.3 0.0
S 0.5477 -1.1742 -2.0436 -0.1 -0.3 -0.2
O 1.4942 -0.0898 -2.1802 0.0 0.0 0.1
O -0.5251 -1.0955 -1.0866 0.4 -0.7 -0.6
C -0.1078 -1.5740 -3.6597 0.1 -0.1 -0.2
H 0.4354 -3.1361 -5.0716 0.1 0.1 0.2
H 1.7808 -2.1285 -4.5437 0.0 0.0 0.0
H 0.2854 -4.1958 -2.8610 0.0 0.0 0.0
H 1.9930 -4.2287 -3.2733 -0.1 0.2 0.1
H 1.1263 -3.1805 -0.8953 0.0 0.1 0.1
H 2.5163 -2.4627 -1.7479 0.0 0.1 0.0
H -0.1674 -0.6677 -4.2582 0.0 0.1 0.1
H -1.1018 -1.9924 -3.5161 0.0 0.0 0.0
C 3.5419 -7.9271 -5.6953 0.1 0.0 0.1
C 3.8751 -8.9020 -4.5574 0.0 0.0 0.0
C 4.1609 -8.0637 -3.3048 0.1 -0.3 -0.1
S 3.2096 -6.5474 -3.4898 0.0 -0.4 -0.1
O 4.1250 -5.4407 -3.6110 -0.1 0.1 0.1
O 2.1404 -6.5357 -2.5254 0.1 0.1 0.1
C 2.5513 -6.9247 -5.1115 0.0 -0.1 -0.3
H 3.1240 -8.4408 -6.5598 0.0 0.0 0.0
H 4.4486 -7.4097 -6.0160 0.0 0.0 0.0
H 3.0198 -9.5559 -4.3764 0.0 0.0 0.0
H 4.7248 -9.5365 -4.8050 0.0 0.0 0.0
H 3.8472 -8.5627 -2.3916 0.0 0.1 0.1
H 5.2109 -7.7866 -3.2335 0.0 0.1 0.0
H 2.4662 -6.0063 -5.6888 0.0 0.1 0.1
H 1.5681 -7.3726 -4.9699 0.0 0.0 0.1
C -3.5713 -3.4478 -8.5673 0.0 0.1 0.0
C -2.9702 -2.1770 -9.1831 0.0 -0.1 0.0
C -2.1696 -1.4678 -8.0832 -0.2 0.1 -0.3
S -1.6230 -2.7558 -6.9534 -0.3 -0.1 -0.6
O -2.2585 -2.5570 -5.6770 0.2 0.0 0.1
O -0.1967 -2.9192 -7.0766 0.0 0.0 0.0
C -2.4372 -4.1118 -7.7930 -0.3 -0.1 -0.1
H -3.9767 -4.1136 -9.3275 0.0 0.0 0.0
H -4.3816 -3.1817 -7.8853 0.0 0.0 0.0
H -2.3055 -2.4506 -10.0048 0.0 0.0 0.0
H -3.7393 -1.5219 -9.5891 0.0 0.0 0.0
H -1.2965 -0.9528 -8.4753 0.1 0.0 0.1
H -2.7876 -0.7739 -7.5165 0.0 0.0 0.1
H -2.7764 -4.8387 -7.0584 0.1 0.0 0.1
H -1.7104 -4.5661 -8.4658 0.1 0.0 0.0
```
Forces are in eV/Å.

Summary:
E_HOMO   -9.3746 eV
SMILES   CC[C@@H](Cl)C1=C(CCCCCOC(C)=O)C(=O)OC1=O.O=S1(=O)CCCC1.O=S1(=O)CCCC1.O=S1(=O)CCCC1.O=S1(=O)CCCC1

Formally, the Löwdin partial charges of the atoms, in units of the elementary charge, are as follows: number 1, C, carries -0.130; number 2, C, carries -0.252; number 3, C, carries -0.590; number 4, Cl, carries 0.700; number 5, C, carries -0.078; number 6, C, carries -0.061; number 7, C, carries -0.112; number 8, C, carries -0.163; number 9, C, carries -0.203; number 10, C, carries -0.155; number 11, C, carries -0.190; number 12, O, carries -0.027; number 13, C, carries -0.511; number 14, C, carries 0.022; number 15, O, carries 0.138; number 16, C, carries -0.379; number 17, O, carries 0.187; number 18, O, carries 0.080; number 19, C, carries -0.347; number 20, O, carries 0.186; number 21, H, carries 0.076; number 22, H, carries 0.068; number 23, H, carries 0.045; number 24, H, carries 0.107; number 25, H, carries 0.105; number 26, H, carries 0.083; number 27, H, carries 0.128; number 28, H, carries 0.121; number 29, H, carries 0.064; number 30, H, carries 0.110; number 31, H, carries 0.099; number 32, H, carries 0.077; number 33, H, carries 0.124; number 34, H, carries 0.114; number 35, H, carries 0.128; number 36, H, carries 0.110; number 37, H, carries 0.094; number 38, H, carries 0.080; number 39, H, carries 0.096; number 40, C, carries -0.228; number 41, C, carries -0.212; number 42, C, carries -0.215; number 43, S, carries 0.676; number 44, O, carries -0.323; number 45, O, carries -0.319; number 46, C, carries -0.231; number 47, H, carries 0.117; number 48, H, carries 0.104; number 49, H, carries 0.116; number 50, H, carries 0.113; number 51, H, carries 0.101; number 52, H, carries 0.102; number 53, H, carries 0.084; number 54, H, carries 0.109; number 55, C, carries -0.217; number 56, C, carries -0.213; number 57, C, carries -0.204; number 58, S, carries 0.690; number 59, O, carries -0.327; number 60, O, carries -0.309; number 61, C, carries -0.234; number 62, H, carries 0.066; number 63, H, carries 0.127; number 64, H, carries 0.123; number 65, H, carries 0.059; number 66, H, carries 0.104; number 67, H, carries 0.105; number 68, H, carries 0.109; number 69, H, carries 0.092; number 70, C, carries -0.220; number 71, C, carries -0.214; number 72, C, carries -0.217; number 73, S, carries 0.655; number 74, O, carries -0.316; number 75, O, carries -0.321; number 76, C, carries -0.227; number 77, H, carries 0.114; number 78, H, carries 0.120; number 79, H, carries 0.116; number 80, H, carries 0.113; number 81, H, carries 0.102; number 82, H, carries 0.104; number 83, H, carries 0.109; number 84, H, carries 0.109; number 85, C, carries -0.220; number 86, C, carries -0.212; number 87, C, carries -0.212; number 88, S, carries 0.674; number 89, O, carries -0.304; number 90, O, carries -0.328; number 91, C, carries -0.228; number 92, H, carries 0.115; number 93, H, carries 0.120; number 94, H, carries 0.117; number 95, H, carries 0.114; number 96, H, carries 0.104; number 97, H, carries 0.107; number 98, H, carries 0.109; number 99, H, carries 0.107

---

[2]
The following is a quantum chemistry calculation of a molecular structure, C30H51GeN3PtS2Si3, from the Open Molecules 2025 dataset.

```
91
Properties=species:S:1:pos:R:3:forces:R:3
Pt -0.0552 0.1779 0.0183 -0.3 -0.1 0.2
C -6.0119 4.7122 0.0620 0.0 0.0 0.0
C -5.1023 3.4921 0.2032 0.0 0.0 0.1
C -5.8586 2.2576 -0.3036 0.0 0.0 0.0
C -4.7652 3.3114 1.6911 -0.1 0.0 0.0
C -3.8051 3.6304 -0.5897 0.0 0.1 -0.1
C -3.5763 4.7066 -1.4636 -0.1 -0.1 0.0
C -2.4153 4.8276 -2.2000 0.0 0.0 -0.1
C -1.4423 3.8483 -2.0532 -0.1 0.1 0.0
S 0.1158 3.7242 -2.8139 0.0 0.0 -0.1
C 0.4166 2.2904 -1.9277 -0.1 -0.2 0.2
N -0.5412 1.9284 -1.1067 -0.1 0.4 -0.3
C -1.6402 2.7800 -1.1758 0.2 0.0 0.1
C -2.8213 2.6609 -0.4567 0.0 0.0 0.0
C 1.5807 1.4298 -2.0123 0.0 -0.1 0.0
C 2.7263 1.7378 -2.7369 0.0 0.0 0.0
C 3.7895 0.8516 -2.7301 0.0 0.0 0.0
C 3.6985 -0.3215 -1.9952 0.0 -0.1 0.0
C 2.5491 -0.6290 -1.2732 -0.1 0.2 0.0
C 1.4570 0.2356 -1.2718 0.4 -0.2 -0.2
H -6.9091 4.5616 0.6633 0.0 0.0 0.0
H -6.3353 4.8681 -0.9679 0.0 0.0 0.0
H -5.5289 5.6248 0.4158 0.0 0.0 0.0
H -6.7760 2.1160 0.2704 0.0 0.0 0.0
H -5.2537 1.3569 -0.2001 0.0 0.0 0.0
H -6.1277 2.3635 -1.3558 0.0 0.0 0.0
H -5.6856 3.2090 2.2683 0.0 0.0 0.0
H -4.2201 4.1745 2.0797 0.0 0.0 0.0
H -4.1673 2.4160 1.8714 0.0 0.0 0.0
H -4.3355 5.4640 -1.5866 0.0 0.0 0.0
H -2.2801 5.6597 -2.8774 0.0 0.0 0.0
H -2.9528 1.8098 0.1982 0.0 0.0 0.0
H 2.7975 2.6620 -3.2983 0.0 0.0 0.0
H 4.6839 1.0732 -3.2958 0.0 0.0 0.0
H 4.5297 -1.0156 -1.9930 0.0 0.0 0.0
H 2.4980 -1.5595 -0.7280 0.0 -0.1 0.1
C -3.9584 -1.1054 0.9416 0.1 -0.1 0.0
Si -3.3674 -1.6997 -0.7390 0.0 -0.2 0.0
C -4.0083 -0.5972 -2.1179 0.1 0.0 0.0
C -3.9794 -3.4694 -0.9702 -0.2 0.2 0.0
Ge -0.9856 -1.9627 -0.8671 0.3 0.2 0.0
Si -0.3178 -2.3639 -3.1401 0.0 -0.2 -0.3
C -1.5093 -3.6606 -3.8233 0.0 0.1 0.1
C -0.4905 -0.8073 -4.1807 0.0 0.0 0.2
C 1.4209 -3.0733 -3.2845 -0.1 0.1 0.1
Si -0.2542 -3.6596 0.6648 0.1 -0.3 0.0
C -0.5786 -5.2839 -0.2351 0.0 0.0 0.1
C 1.5830 -3.5067 1.0475 -0.1 0.1 -0.1
C -1.2038 -3.6387 2.2839 -0.1 0.1 -0.1
H -5.0279 -0.8907 0.9274 -0.1 0.0 -0.1
H -3.4455 -0.2110 1.2856 0.0 0.1 0.0
H -3.7930 -1.8853 1.6890 0.0 0.0 0.0
H -5.0912 -0.4737 -2.0415 0.0 0.0 0.0
H -3.7958 -1.0384 -3.0937 0.0 0.0 0.0
H -3.5574 0.3979 -2.1005 0.0 0.0 0.0
H -5.0736 -3.4611 -0.9794 0.0 0.0 0.0
H -3.6674 -4.1135 -0.1458 0.0 0.0 0.0
H -3.6462 -3.9212 -1.9038 0.0 0.0 0.0
H -2.5425 -3.3096 -3.8153 0.0 0.0 0.0
H -1.4674 -4.5954 -3.2604 0.0 0.0 0.0
H -1.2574 -3.8920 -4.8606 0.1 0.0 0.0
H -1.5341 -0.4948 -4.2556 0.0 0.0 0.0
H -0.1184 -0.9840 -5.1918 0.0 -0.1 0.0
H 0.0794 0.0227 -3.7605 0.0 0.0 0.0
H 1.4784 -4.0687 -2.8395 0.0 0.0 0.0
H 2.1778 -2.4454 -2.8150 -0.1 -0.1 -0.1
H 1.6840 -3.1717 -4.3406 0.0 0.0 0.0
H 0.0782 -5.4007 -1.0994 0.0 0.0 0.0
H -1.6089 -5.3680 -0.5861 0.0 0.0 0.0
H -0.3920 -6.1260 0.4360 0.0 0.0 0.0
H 2.1996 -3.7290 0.1740 0.0 0.0 0.0
H 1.8709 -4.1925 1.8466 0.0 -0.1 0.0
H 1.8220 -2.4945 1.3819 0.0 0.0 0.0
H -2.2432 -3.9387 2.1350 0.0 0.0 0.0
H -1.2053 -2.6514 2.7512 0.0 0.0 0.0
H -0.7597 -4.3447 2.9889 0.0 0.0 0.0
C -0.4903 3.4945 2.1187 0.0 0.0 0.0
N 0.4998 2.5152 2.5004 0.1 -0.1 0.2
C 1.9012 2.8982 2.6948 0.0 0.1 0.0
C 2.5636 1.5946 3.1672 0.0 -0.1 0.0
N 1.5063 0.6176 2.9131 -0.3 0.2 0.1
C 0.3423 1.2034 2.5970 -0.1 -0.3 -0.2
S -1.1032 0.2981 2.2489 0.2 0.2 0.1
H -0.6025 4.2299 2.9163 0.0 0.0 0.0
H -1.4369 2.9880 1.9522 0.0 0.0 0.0
H -0.1755 3.9992 1.2023 -0.1 0.0 0.0
H 1.9753 3.7006 3.4283 0.0 0.0 0.0
H 2.3097 3.2510 1.7446 0.0 0.0 0.0
H 2.8198 1.6184 4.2268 0.0 0.0 0.0
H 3.4540 1.3571 2.5890 0.0 0.0 0.0
H 1.5213 -0.3470 3.1971 0.1 0.0 0.0
```
Forces are in eV/Å.

Summary:
E_HOMO (alpha / beta)   -10.2685 / -10.6415 eV
<S²>   0.757
Charge   +1
Multiplicity   2

Formally, the Löwdin partial charges of the atoms, in units of the elementary charge, are as follows: number 1, Pt, carries 0.734; number 2, C, carries -0.062; number 3, C, carries -0.549; number 4, C, carries -0.032; number 5, C, carries -0.038; number 6, C, carries -0.147; number 7, C, carries -0.006; number 8, C, carries -0.056; number 9, C, carries -0.446; number 10, S, carries 1.168; number 11, C, carries -0.548; number 12, N, carries -0.043; number 13, C, carries -0.291; number 14, C, carries 0.006; number 15, C, carries -0.278; number 16, C, carries -0.033; number 17, C, carries -0.063; number 18, C, carries -0.068; number 19, C, carries -0.133; number 20, C, carries -0.305; number 21, H, carries 0.091; number 22, H, carries 0.087; number 23, H, carries 0.092; number 24, H, carries 0.094; number 25, H, carries 0.053; number 26, H, carries 0.098; number 27, H, carries 0.091; number 28, H, carries 0.092; number 29, H, carries 0.068; number 30, H, carries 0.107; number 31, H, carries 0.118; number 32, H, carries 0.085; number 33, H, carries 0.109; number 34, H, carries 0.111; number 35, H, carries 0.115; number 36, H, carries 0.071; number 37, C, carries -0.227; number 38, Si, carries 0.328; number 39, C, carries -0.206; number 40, C, carries -0.209; number 41, Ge, carries 0.599; number 42, Si, carries 0.343; number 43, C, carries -0.216; number 44, C, carries -0.192; number 45, C, carries -0.196; number 46, Si, carries 0.320; number 47, C, carries -0.212; number 48, C, carries -0.222; number 49, C, carries -0.216; number 50, H, carries 0.038; number 51, H, carries -0.062; number 52, H, carries 0.029; number 53, H, carries 0.035; number 54, H, carries 0.021; number 55, H, carries 0.015; number 56, H, carries 0.041; number 57, H, carries 0.020; number 58, H, carries 0.013; number 59, H, carries 0.014; number 60, H, carries 0.024; number 61, H, carries 0.039; number 62, H, carries 0.025; number 63, H, carries 0.040; number 64, H, carries 0.006; number 65, H, carries 0.026; number 66, H, carries -0.006; number 67, H, carries 0.040; number 68, H, carries 0.021; number 69, H, carries 0.017; number 70, H, carries 0.039; number 71, H, carries 0.026; number 72, H, carries 0.036; number 73, H, carries 0.002; number 74, H, carries 0.024; number 75, H, carries -0.009; number 76, H, carries 0.037; number 77, C, carries -0.020; number 78, N, carries -0.140; number 79, C, carries -0.081; number 80, C, carries -0.098; number 81, N, carries 0.033; number 82, C, carries -0.763; number 83, S, carries 0.618; number 84, H, carries 0.106; number 85, H, carries 0.050; number 86, H, carries 0.101; number 87, H, carries 0.132; number 88, H, carries 0.131; number 89, H, carries 0.126; number 90, H, carries 0.124; number 91, H, carries 0.140